# 1
Below is a molecular structure, C15H25O4PV in a non-equilibrium geometry, with properties calculated with wB97M-V/def2-TZVPD.

Geometry (Å):
V 0.367 0.710 -0.152
C 0.544 0.824 1.717
O 0.781 0.855 2.875
C 0.219 2.488 -0.693
O 0.079 3.579 -1.098
C -1.172 -0.305 -0.549
O -2.091 -0.960 -0.886
C 1.846 -0.217 -0.840
O 2.715 -0.850 -1.333
C 0.014 -1.499 -4.322
H 0.945 -2.060 -4.214
H -0.917 -2.058 -4.191
C 0.009 -0.191 -4.621
H -0.925 0.360 -4.755
H 0.938 0.366 -4.766
C -3.997 -0.489 2.192
C -2.536 -0.359 2.649
C -2.432 0.248 4.041
P -1.687 -1.993 2.454
C -0.084 -2.387 1.650
C 1.064 -2.584 2.631
C -0.354 -3.609 0.767
C -1.885 -3.138 3.874
C -1.232 -2.620 5.159
C -3.375 -3.400 4.085
H -4.601 -1.017 2.942
H -4.081 -1.023 1.234
H -4.400 0.526 2.039
H -2.036 0.327 1.945
H -3.012 -0.322 4.777
H -1.398 0.332 4.384
H -2.854 1.264 3.990
H 0.141 -1.521 0.993
H 0.902 -3.419 3.324
H 1.973 -2.795 2.053
H 1.265 -1.676 3.208
H -1.082 -3.332 -0.002
H 0.569 -3.902 0.256
H -0.746 -4.471 1.328
H -1.385 -4.051 3.513
H -1.848 -1.792 5.542
H -1.259 -3.432 5.904
H -0.195 -2.277 5.022
H -3.920 -3.525 3.138
H -3.513 -4.294 4.704
H -3.836 -2.559 4.614

Expectation value of S²: 2.0158
HOMO energy (alpha / beta) in eV: -17.4 / -17.4
Charge: +3
Spin multiplicity: 3
Energy above the lowest of the compared OMol25 structures with the same formula, charge and spin in kJ/mol: 278.21
Max |F| in eV/Å: 11.1

***

# 2
Below is a molecular structure, C15H26BN8Pt in a non-equilibrium geometry, with properties calculated with wB97M-V/def2-TZVPD.

Geometry (Å):
Pt 0.313 -0.086 -0.039
C 0.405 0.043 4.281
C 1.073 0.079 3.063
N 0.199 0.063 2.058
N -1.038 0.012 2.608
C -0.932 -0.001 3.942
B -2.336 -0.009 1.778
N -2.330 -1.307 0.947
C -3.298 -2.236 0.862
C -2.831 -3.277 0.088
C -1.534 -2.893 -0.262
N -1.243 -1.706 0.267
N -2.313 1.224 0.852
C -3.177 2.251 0.802
C -2.712 3.166 -0.120
C -1.523 2.608 -0.594
N -1.298 1.438 0.001
H 0.835 0.047 5.267
H 2.132 0.126 2.888
H -1.812 -0.043 4.561
H -3.302 0.019 2.481
H -4.251 -2.092 1.344
H -3.348 -4.181 -0.181
H -0.803 -3.447 -0.827
H -4.063 2.256 1.414
H -3.161 4.101 -0.406
H -0.830 3.007 -1.314
C 0.321 -1.476 -2.542
N 0.533 -0.042 -2.221
C -0.449 0.747 -2.985
C 1.907 0.362 -2.590
C 2.933 -0.197 -1.646
N 2.583 0.065 -0.253
C 2.738 1.502 0.084
C 3.473 -0.713 0.620
H 0.612 -1.686 -3.577
H -0.732 -1.711 -2.422
H 0.899 -2.108 -1.874
H -0.464 0.417 -4.026
H -0.186 1.801 -2.960
H -1.439 0.618 -2.555
H 1.960 1.450 -2.613
H 2.134 0.005 -3.599
H 3.916 0.227 -1.880
H 3.005 -1.277 -1.780
H 3.778 1.825 -0.054
H 2.457 1.661 1.121
H 2.093 2.115 -0.538
H 4.511 -0.386 0.500
H 3.408 -1.770 0.371
H 3.187 -0.589 1.657

HOMO energy in eV: -11.0
Charge: +1
Max |F| in eV/Å: 2.0